1.
DFT (ωB97M-V with the def2-TZVPD basis set) results for a structure of composition C29H30N7O5PSeTeY.

Geometry as ORCA input:
```
! RIJCOSX wB97M-V def2-TZVPD def2/J DEFGRID3
* xyz 1 1
Te 2.72204 0.37131 -0.31097
Y -0.10407 -0.17073 0.07408
Se -4.21972 7.00920 0.98143
P 2.15964 -1.61779 -1.49590
O 0.64426 -2.10916 1.09350
O -0.31803 0.04522 2.20833
O 0.66108 -1.83596 -1.53966
O 2.80774 -2.91353 -0.88828
O 2.75543 -1.46185 -2.95625
N -2.06883 1.45020 -0.67638
N -0.08361 2.40365 0.88264
N -2.67648 6.40208 1.64652
N 0.34895 0.75667 -3.58039
N -3.36951 -3.22131 0.55964
N -4.49929 5.56419 -0.03254
N -2.15964 -1.43424 0.17783
C -3.81087 -4.61634 0.52911
C 0.08753 0.66166 -2.45765
C -3.14903 -1.10835 1.08619
C 4.19297 -3.22234 -0.60956
C 3.12419 -2.04181 -5.23830
C 1.61480 -1.96060 4.57411
C 0.85642 2.79722 1.73252
C -2.47770 5.23655 1.09760
C -3.90752 -2.20573 1.32843
C -1.15749 3.18630 0.72084
C -2.97786 0.99541 -1.53346
C 0.28312 -0.36180 3.29548
C -0.28595 4.81939 2.23695
C 1.00060 -1.57578 3.36404
C 0.21288 0.42739 4.46267
C -4.29098 2.96520 -1.35701
C 0.83306 0.03173 5.62392
C 2.61529 -2.54666 -3.91415
C 1.68933 -3.81315 2.31196
C 1.07540 -2.44378 2.20339
C -1.29023 4.41035 1.36612
C 5.21780 -2.48332 -1.43781
C -2.22996 2.68080 -0.17134
C -4.09950 1.71972 -1.91244
C -2.31958 -2.71155 -0.10132
C 0.79938 3.99757 2.43194
C -3.34184 3.46052 -0.47003
C 1.54923 -1.17510 5.69578
C -3.48259 4.77556 0.17478
H 4.14645 -1.67472 -5.14716
H 3.19395 -3.40179 -3.56262
H -4.83006 -4.66368 0.90060
H -3.17192 -5.23707 1.15222
H 3.11024 -2.84748 -5.97397
H -5.15697 3.57007 -1.59662
H 4.33421 -3.03072 0.45392
H 2.73517 -3.73443 2.61720
H 0.76374 0.66302 6.50289
H -0.35122 1.35096 4.40927
H 6.18501 -2.94798 -1.23362
H 1.17964 -4.41219 3.06833
H 4.26789 -4.29503 -0.77348
H 1.63249 -4.29960 1.34286
H 2.50352 -1.22976 -5.62019
H 1.69226 2.12230 1.87251
H 2.03257 -1.47870 6.61374
H -3.79460 -4.97951 -0.49474
H -3.23676 -0.11919 1.50285
H -0.38165 5.77020 2.74577
H 1.56649 -2.84082 -3.96208
H -2.81351 -0.00061 -1.92486
H -1.68451 -3.28889 -0.75685
H 5.02290 -2.56623 -2.50758
H -4.80523 1.29714 -2.61390
H 5.28429 -1.42700 -1.18264
H -4.75886 -2.36632 1.96712
H 1.59930 4.26304 3.10903
H 0.66226 0.76386 -4.52834
H 2.15602 -2.89703 4.61642
*
```

Its HOMO energy is -10.05 eV. The calculation puts the orbital gap at 7.2 eV. The LUMO energy is -2.85 eV. As for the energy relative to the best compared isomer or geometry (same formula, charge and spin): 15.4 kcal per mole.

Atom charges from the Löwdin analysis, given in e for atoms 1 to 5: atom 1 (Te): 0.66, atom 2 (Y): 1.12, atom 3 (Se): 1.15, atom 4 (P): 0.09, atom 5 (O): -0.13

2.
DFT (ωB97M-V with the def2-TZVPD basis set) results for an isolated molecule of C3H6N2O2.

Geometry as ORCA input:
```
! RIJCOSX wB97M-V def2-TZVPD def2/J DEFGRID3
* xyz 0 1
O 3.37644 -1.24736 -1.37349
O 2.14948 -1.96588 0.93468
N 2.30620 -0.54804 -0.81364
N 1.87435 -1.01343 0.24527
C 0.47103 -0.02588 0.67517
C -1.64038 0.29271 -0.50986
C -0.76017 -0.52080 0.05074
H -2.57796 -0.06513 -0.89736
H -0.95839 -1.58002 0.13746
H 3.55895 -0.78031 -2.20063
H 0.48723 -0.16740 1.75400
H -1.46988 1.35561 -0.57194
H 0.76127 0.97095 0.37169
*
```

Its HOMO energy is -9.39 eV. The calculation puts the orbital gap at 10.4 eV. The LUMO energy is 0.98 eV. As for the energy relative to the best compared isomer or geometry (same formula, charge and spin): 149.5 kcal per mole.

Atom charges from the Löwdin analysis, given in e for atoms 1 to 5: atom 1 (O): -0.02, atom 2 (O): 0.00, atom 3 (N): 0.00, atom 4 (N): -0.31, atom 5 (C): -0.03

3.
DFT (ωB97M-V with the def2-TZVPD basis set) results for the ion C6H14N3S with charge +1.

Geometry as ORCA input:
```
! RIJCOSX wB97M-V def2-TZVPD def2/J DEFGRID3
* xyz 1 1
S 2.33941 2.27525 1.13904
N 1.57562 -3.13237 0.57373
N 0.65122 -2.67985 0.02183
N 1.53484 0.87283 -1.24787
C -0.00939 -1.68167 -0.29665
C -1.89083 -0.36244 0.58988
C 1.21783 0.97980 0.18894
C -0.10672 1.64585 0.48432
C -1.36694 0.90431 0.03595
C -1.60746 -1.54726 -0.36470
H 1.49125 -0.11411 0.59665
H -0.26730 1.96551 1.55540
H 0.41787 -0.75091 -0.56914
H -2.96015 -0.25159 0.50117
H 2.37056 0.20204 -1.30869
H -2.11872 -2.43933 -0.03250
H -1.66479 -0.48105 1.56217
H 1.92664 -4.10998 0.53213
H -0.09987 2.61154 -0.08761
H -1.95990 -1.30679 -1.38655
H 1.68761 1.78597 -1.68566
H -2.23905 1.68784 0.16745
H 2.37957 3.15179 0.11213
H -1.30131 0.77461 -1.08142
*
```

Its HOMO energy is -11.95 eV. The calculation puts the orbital gap at 5.4 eV. The LUMO energy is -6.56 eV. As for the energy relative to the best compared isomer or geometry (same formula, charge and spin): 139.1 kcal per mole.

Atom charges from the Löwdin analysis, given in e for atoms 1 to 5: atom 1 (S): 0.71, atom 2 (N): 0.28, atom 3 (N): 0.06, atom 4 (N): -0.02, atom 5 (C): 0.03

4.
DFT (ωB97M-V with the def2-TZVPD basis set) results for a structure of composition Cl3O12Tl.

Geometry as ORCA input:
```
! RIJCOSX wB97M-V def2-TZVPD def2/J DEFGRID3
* xyz 1 2
Tl -0.25305 1.75734 0.24425
Cl 0.03980 -2.17699 -0.00106
Cl 2.05138 1.17682 3.30874
Cl -2.01671 0.55515 -3.22453
O 3.49735 0.93528 3.31168
O -0.89255 -1.16367 0.05853
O -0.56803 -3.30993 0.62250
O 1.62502 0.09676 2.56206
O -1.26159 1.80477 -3.08409
O 1.89221 2.43126 2.57399
O -2.60523 0.37146 -1.82818
O 1.24146 -1.48052 0.18865
O -3.07998 0.63096 -4.17894
O 0.24649 -2.61334 -1.39398
O 1.21500 1.49198 4.44650
O -1.13157 -0.50735 -3.60612
*
```

Its expectation value of S² is 1.78. Its HOMO energy (spin up / spin down) is -15.71 / -15.75 eV. The calculation puts the orbital gap (spin up / spin down) at 6.8 / 6.9 eV. The LUMO energy (spin up / spin down) is -8.91 / -8.86 eV.

Atom charges from the Löwdin analysis, given in e for atoms 1 to 5: atom 1 (Tl): 1.15, atom 2 (Cl): 0.68, atom 3 (Cl): 0.70, atom 4 (Cl): 0.74, atom 5 (O): -0.14

5.
DFT (ωB97M-V with the def2-TZVPD basis set) results for a structure of composition C26H54BaO17.

Geometry as ORCA input:
```
! RIJCOSX wB97M-V def2-TZVPD def2/J DEFGRID3
* xyz 0 1
Ba 0.19624 -0.22971 0.11770
O -4.60793 -0.80329 -0.39198
O 1.85902 2.19880 0.48641
O 0.58546 -2.57431 -1.25565
O -0.22425 0.77918 -2.17530
O -3.99714 -0.48208 1.65217
O 2.80729 -0.49082 -1.13732
O 1.56021 -3.18430 -3.19961
O 1.07707 4.25944 -0.14430
O 1.50180 3.87793 1.91068
O -2.41714 -1.16093 0.25507
O 1.32735 -1.28382 2.35433
O 4.80534 0.57221 -0.78927
O 2.56062 -3.59264 -1.37306
O -1.57580 1.62315 1.47304
O -2.97917 3.18797 2.30610
O 4.11794 0.23227 -2.85831
O -2.34956 1.45347 3.56328
C -2.08541 -0.42850 4.90193
C 0.88534 3.92833 -1.53707
C -4.32497 -2.91205 -1.73882
C 1.53896 3.34554 0.72899
C 3.81830 0.01545 -1.57942
C 3.05298 -0.13314 -3.79794
C -1.62896 0.16452 3.68693
C -2.44703 1.72431 -2.06964
C -1.25726 1.20912 -2.92467
C 2.08225 -1.93941 3.35957
C 3.74420 -4.69669 0.39329
C 4.64309 0.40632 0.62751
C -0.10576 4.89021 -2.05107
C -3.00881 3.73590 0.99635
C 1.90645 2.94345 3.06755
C -5.38310 -0.28223 2.09644
C 0.49635 -2.35823 -3.76965
C -3.57526 -0.84666 0.47156
C 1.49762 -3.08484 -1.87997
C 1.46270 -3.20404 3.84724
C 2.16682 -0.98516 4.50984
C 2.92513 1.06860 -4.70064
C -4.31566 -1.42540 -1.73215
C -1.59013 0.19066 -4.01508
C -2.22963 2.07935 2.39699
C 2.53466 -3.85356 0.07112
H 1.80562 4.07617 -2.13027
H -0.94334 5.10628 -1.34372
H -1.99361 -0.42629 2.79886
H 2.62179 -0.02566 4.30046
H 2.46224 1.86693 -4.21256
H -5.15168 -1.01267 -2.30264
H 0.28497 5.91217 -2.17141
H 1.32166 3.38840 3.90089
H 0.49184 -1.38022 -3.23312
H 2.99277 2.91423 3.12563
H -1.78230 -0.79043 -3.57071
H -1.98316 3.73023 0.59296
H 2.28104 0.83089 -5.58052
H 2.13640 -0.30329 -3.15303
H 5.52885 0.87625 1.10438
H -3.54196 3.05902 0.29178
H -3.44715 -3.26556 -1.22823
H -0.49393 4.64562 -3.05767
H -3.33555 1.87708 -2.65075
H -2.51453 1.00469 -1.25219
H 3.31351 -1.05960 -4.31357
H 1.62111 -4.39945 0.25174
H -0.41602 -2.95831 -3.70661
H 2.49140 -2.91148 0.66293
H 1.48366 -4.10611 3.20879
H -5.88613 0.47138 1.49693
H -1.63104 -1.45307 5.06942
H 1.80119 -3.50815 4.80515
H -3.36002 -1.00907 -2.10041
H 1.53060 2.03637 2.72994
H 3.73193 0.83613 1.09439
H 3.84691 -4.53597 1.45960
H -3.48356 4.69636 1.05735
H -0.91499 2.10583 -3.48059
H 2.83283 -1.41987 5.31676
H -5.98571 -1.17127 2.22285
H 0.78081 -2.10678 -4.84226
H -5.24604 0.09798 3.11987
H -0.76171 0.09340 -4.67778
H 4.70536 -4.29673 0.08462
H -0.54117 0.45308 3.64371
H 3.14748 -2.26011 2.99010
H -2.48237 0.42616 -4.62600
H -5.18407 -3.40667 -1.34106
H 1.21316 -0.68632 4.91099
H -4.36901 -3.23138 -2.77067
H -2.09275 2.71279 -1.70677
H -1.90880 0.22377 5.78804
H -3.16884 -0.47887 4.82184
H 0.55386 2.89508 -1.75423
H 0.40009 -3.08820 4.01650
H 4.60067 -0.63302 0.96151
H 3.65932 -5.73439 0.24290
H 3.92818 1.38824 -5.01731
*
```

Its HOMO energy is -7.20 eV. The calculation puts the orbital gap at 7.5 eV. The LUMO energy is 0.34 eV.

Atom charges from the Löwdin analysis, given in e for atoms 1 to 5: atom 1 (Ba): 1.97, atom 2 (O): 0.02, atom 3 (O): 0.00, atom 4 (O): -0.06, atom 5 (O): -0.50

What strongest force on any atom values result from the calculations? In sequence: 0.026; 0.077; 0.094; 0.089; 0.075 Eh/bohr.